Entry from OMol25: a molecular structure, C35H42MnN3O2PS2 (ωB97M-V with the def2-TZVPD basis set).

charge: +2
energy relative to the best compared isomer or geometry (same formula, charge and spin): 4.0 kcal/mol
LUMO (alpha / beta): -0.1736 / -0.1796 hartree
spin multiplicity: 6

Cartesian coordinates (Å):
1 Mn 0.264 -0.261 0.301
2 C 1.275 -3.401 0.249
3 C -0.085 -4.002 -0.090
4 C -0.245 -5.354 0.604
5 C -1.241 -3.081 0.310
6 C -2.608 -3.578 -0.190
7 O -3.010 -2.583 -1.168
8 C -2.136 -1.592 -1.118
9 N -1.140 -1.737 -0.314
10 C -2.415 -0.468 -2.043
11 C -2.928 -0.804 -3.292
12 C -3.225 0.182 -4.220
13 C -3.042 1.515 -3.891
14 C -2.562 1.861 -2.634
15 C -2.235 0.884 -1.702
16 P -1.667 1.336 -0.032
17 C -3.069 0.866 1.020
18 C -4.355 0.701 0.509
19 C -5.398 0.336 1.351
20 C -5.166 0.137 2.704
21 C -3.887 0.303 3.221
22 C -2.844 0.661 2.382
23 C -1.543 3.139 0.056
24 C -0.494 3.772 -0.615
25 C -0.359 5.149 -0.551
26 C -1.255 5.901 0.199
27 C -2.289 5.276 0.881
28 C -2.439 3.897 0.809
29 H 2.072 -4.064 -0.091
30 H 1.389 -3.284 1.330
31 H 1.438 -2.441 -0.245
32 H -0.146 -4.149 -1.176
33 H -0.280 -5.225 1.689
34 H 0.602 -6.001 0.377
35 H -1.148 -5.881 0.297
36 H -1.232 -2.958 1.397
37 H -3.378 -3.614 0.577
38 H -2.556 -4.533 -0.705
39 H -3.091 -1.845 -3.537
40 H -3.611 -0.094 -5.192
41 H -3.289 2.290 -4.603
42 H -2.454 2.906 -2.373
43 H -4.550 0.860 -0.545
44 H -6.394 0.212 0.947
45 H -5.981 -0.146 3.357
46 H -3.709 0.151 4.278
47 H -1.848 0.793 2.776
48 H 0.215 3.189 -1.193
49 H 0.445 5.636 -1.086
50 H -1.149 6.977 0.248
51 H -2.990 5.863 1.460
52 H -3.257 3.415 1.328
53 C 3.561 5.974 0.674
54 C 3.275 4.667 -0.008
55 C 3.111 4.607 -1.390
56 C 2.868 3.400 -2.029
57 C 2.804 2.238 -1.276
58 C 2.969 2.265 0.104
59 C 3.196 3.480 0.726
60 S 2.493 0.707 -2.116
61 C 4.108 -0.050 -2.009
62 O 1.653 -0.117 -1.142
63 H 3.076 6.804 0.162
64 H 4.635 6.170 0.671
65 H 3.231 5.964 1.712
66 H 3.170 5.518 -1.974
67 H 2.721 3.366 -3.103
68 H 2.930 1.344 0.677
69 H 3.338 3.516 1.802
70 H 4.455 -0.021 -0.977
71 H 4.782 0.505 -2.662
72 H 4.004 -1.075 -2.362
73 C 0.063 3.156 3.570
74 N 0.606 1.991 2.888
75 C 0.600 0.747 3.380
76 S 1.329 -0.534 2.478
77 N 0.047 0.538 4.564
78 C -0.068 -0.756 5.236
79 H 0.130 4.009 2.900
80 H 0.620 3.388 4.481
81 H -0.992 3.003 3.811
82 H 1.135 2.125 2.041
83 H -0.216 1.347 5.107
84 H -0.148 -1.543 4.494
85 H -0.964 -0.746 5.851
86 H 0.799 -0.945 5.866

Entry from OMol25: a molecular structure, C35H42N6O4S2Ti (ωB97M-V with the def2-TZVPD basis set).

charge: +2
energy relative to the best compared isomer or geometry (same formula, charge and spin): 0.0 kcal/mol
LUMO: -0.2251 hartree

Cartesian coordinates (Å):
1 Ti -0.989 0.239 1.289
2 C -3.595 -1.743 0.228
3 C -3.613 -1.628 1.738
4 C -4.646 -2.244 2.445
5 C -4.759 -2.006 3.798
6 C -3.819 -1.187 4.469
7 C -2.780 -0.674 3.719
8 N -2.666 -0.875 2.367
9 C -1.735 0.150 4.327
10 C -1.562 0.319 5.717
11 C -0.499 1.083 6.155
12 C 0.266 1.784 5.246
13 C 0.047 1.583 3.902
14 N -0.890 0.728 3.426
15 C 0.844 2.256 2.839
16 C 1.842 3.163 3.193
17 C 2.437 3.934 2.208
18 C 2.011 3.803 0.914
19 C 1.106 2.806 0.590
20 C 0.752 2.678 -0.871
21 N 0.514 2.016 1.535
22 H -3.990 -0.826 -0.193
23 H -2.607 -1.932 -0.175
24 H -4.243 -2.564 -0.096
25 H -5.363 -2.838 1.911
26 H -5.579 -2.452 4.353
27 H -3.881 -0.977 5.523
28 H -2.262 -0.160 6.404
29 H -0.369 1.210 7.232
30 H 1.019 2.471 5.565
31 H 2.105 3.383 4.194
32 H 3.149 4.692 2.448
33 H 2.398 4.474 0.176
34 H 1.566 3.069 -1.475
35 H 0.589 1.627 -1.177
36 H -0.120 3.285 -1.156
37 C 0.252 -2.322 2.715
38 C 0.453 -1.241 1.646
39 O -0.313 -1.303 0.551
40 H -0.809 -2.391 2.953
41 H 0.776 -2.016 3.637
42 H 0.686 -3.291 2.425
43 C 2.008 -2.911 -4.826
44 C 0.808 -3.178 -3.963
45 C 0.956 -2.783 -2.496
46 C 1.889 -3.652 -1.619
47 N 1.937 -3.061 -0.264
48 C 2.627 -1.984 0.030
49 S 2.184 -0.847 1.295
50 N 3.719 -1.682 -0.621
51 C 4.523 -0.499 -0.366
52 C 3.947 0.815 -0.872
53 C 3.685 0.831 -2.361
54 C 4.957 0.788 -3.211
55 H 1.783 -3.016 -5.895
56 H 2.858 -3.545 -4.620
57 H 2.341 -1.886 -4.704
58 H 0.497 -4.222 -4.015
59 H -0.042 -2.586 -4.328
60 H -0.040 -2.792 -2.026
61 H 1.284 -1.739 -2.466
62 H 2.884 -3.746 -2.025
63 H 1.523 -4.690 -1.579
64 H 1.122 -3.216 0.309
65 H 4.027 -2.310 -1.341
66 H 5.489 -0.684 -0.866
67 H 4.776 -0.431 0.705
68 H 4.659 1.605 -0.637
69 H 3.018 1.055 -0.341
70 H 3.165 1.755 -2.612
71 H 2.987 0.061 -2.656
72 H 5.559 1.681 -3.045
73 H 4.715 0.813 -4.256
74 H 5.562 -0.087 -3.029
75 O -2.580 1.895 0.789
76 C -2.508 1.578 -0.423
77 N -1.626 0.607 -0.747
78 S -1.681 0.247 -2.348
79 O -0.406 0.482 -2.969
80 O -2.242 -1.055 -2.511
81 C -2.933 1.495 -2.740
82 C -3.542 1.735 -3.947
83 C -4.580 2.674 -3.953
84 C -4.933 3.333 -2.780
85 C -4.238 3.113 -1.571
86 C -3.247 2.156 -1.567
87 H -3.226 1.173 -4.842
88 H -5.120 2.911 -4.875
89 H -5.704 4.075 -2.840
90 H -4.563 3.640 -0.670

Entry from OMol25: a molecular structure, C35H43BrClF18I2N2O13S (ωB97M-V with the def2-TZVPD basis set).

charge: +1
LUMO: -0.1178 hartree

Cartesian coordinates (Å):
1 C -1.245 2.127 -0.683
2 C -2.009 1.505 0.462
3 I -3.531 2.760 1.103
4 C -1.776 0.305 1.023
5 I -2.911 -0.392 2.641
6 C -0.719 -0.624 0.457
7 C -1.134 -2.110 0.386
8 N -2.469 -2.126 -0.221
9 C -3.247 -2.987 0.131
10 S -4.283 -4.043 0.580
11 C -0.195 -2.825 -0.600
12 C 1.248 -2.318 -0.501
13 Cl 2.400 -3.632 -0.739
14 C 1.556 -1.705 0.856
15 N 0.625 -0.538 1.195
16 C 0.513 -0.390 2.682
17 C 1.911 -0.303 3.285
18 O 2.555 0.653 3.196
19 Br 2.547 -1.850 4.181
20 H -1.955 2.528 -1.414
21 H -0.654 2.977 -0.327
22 H -0.600 1.432 -1.225
23 H -0.543 -0.346 -0.583
24 H -1.122 -2.583 1.375
25 H -0.213 -3.898 -0.391
26 H -0.560 -2.646 -1.619
27 H 1.437 -1.585 -1.297
28 H 1.478 -2.472 1.629
29 H 2.569 -1.291 0.831
30 H 1.104 0.308 0.874
31 H -0.012 -1.251 3.095
32 H 0.006 0.547 2.925
33 C 3.016 3.746 2.770
34 C 2.512 4.956 3.523
35 O 3.558 5.551 4.317
36 C 4.399 6.340 3.662
37 O 4.385 6.601 2.498
38 C 5.426 6.937 4.652
39 F 5.904 5.996 5.471
40 F 4.830 7.880 5.392
41 F 6.436 7.484 3.991
42 H 3.459 3.028 3.459
43 H 2.193 3.265 2.241
44 H 3.778 4.029 2.043
45 H 1.743 4.675 4.239
46 H 2.087 5.705 2.856
47 C 3.783 -3.416 -7.793
48 C 3.820 -2.225 -6.865
49 O 2.587 -2.105 -6.109
50 C 2.471 -2.882 -5.054
51 O 3.253 -3.673 -4.619
52 C 1.118 -2.602 -4.362
53 F 0.110 -2.530 -5.225
54 F 1.175 -1.427 -3.695
55 F 0.848 -3.550 -3.470
56 H 2.916 -3.359 -8.452
57 H 4.685 -3.436 -8.402
58 H 3.723 -4.350 -7.234
59 H 3.892 -1.294 -7.422
60 H 4.660 -2.274 -6.173
61 C 5.954 -0.037 3.880
62 C 7.462 -0.126 3.938
63 O 7.904 -0.569 5.237
64 C 7.821 -1.873 5.456
65 O 7.414 -2.707 4.704
66 C 8.371 -2.201 6.863
67 F 7.894 -1.347 7.773
68 F 9.704 -2.111 6.853
69 F 8.025 -3.434 7.212
70 H 5.577 0.608 4.675
71 H 5.633 0.369 2.921
72 H 5.507 -1.022 4.011
73 H 7.921 0.850 3.801
74 H 7.854 -0.793 3.172
75 C -3.248 7.865 5.956
76 C -2.120 7.088 6.595
77 O -2.271 5.661 6.375
78 C -1.879 5.203 5.207
79 O -1.408 5.809 4.290
80 C -2.071 3.670 5.163
81 F -3.268 3.309 5.622
82 F -1.131 3.063 5.903
83 F -1.951 3.229 3.907
84 H -4.211 7.506 6.318
85 H -3.152 8.921 6.204
86 H -3.233 7.762 4.872
87 H -2.127 7.200 7.676
88 H -1.146 7.405 6.226
89 C -3.594 -1.718 -3.160
90 C -4.482 -0.654 -3.768
91 O -3.661 0.393 -4.337
92 C -3.156 0.149 -5.536
93 O -3.305 -0.826 -6.206
94 C -2.321 1.367 -5.996
95 F -1.524 1.798 -5.004
96 F -3.133 2.369 -6.344
97 F -1.563 1.045 -7.033
98 H -2.920 -1.225 -2.464
99 H -4.158 -2.477 -2.626
100 H -2.993 -2.208 -3.928
101 H -5.078 -0.161 -3.003
102 H -5.163 -1.040 -4.523
103 C -8.438 -6.872 -6.752
104 C -7.061 -6.551 -6.217
105 O -6.982 -5.182 -5.750
106 C -7.469 -4.947 -4.548
107 O -7.962 -5.722 -3.785
108 C -7.276 -3.454 -4.200
109 F -7.618 -2.659 -5.215
110 F -5.980 -3.220 -3.911
111 F -7.997 -3.121 -3.136
112 H -8.715 -6.167 -7.536
113 H -8.446 -7.879 -7.167
114 H -9.189 -6.816 -5.965
115 H -6.310 -6.619 -6.999
116 H -6.774 -7.223 -5.409